1.
The following is a DFT calculation (wB97M-V/def2-TZVPD) of a single CH5O2P molecule.

E_LUMO: 0.7 eV
SMILES: OCPO
orbital gap: 10.6 eV
energy relative to the best compared isomer or geometry (same formula, charge and spin): 1.208 eV
total energy: -532.8845 Eh
highest occupied orbital energy: -9.9 eV

Cartesian coordinates (Å):
C1 -0.6161 -0.2438 -0.7048
O1 0.2783 0.7642 -1.0927
O2 1.1235 -0.0744 1.0177
P1 -0.4860 -0.6085 1.0514
H1 -0.1064 -1.0891 -1.1576
H2 0.3998 1.3515 -0.2580
H3 1.8185 -0.6904 1.0895
H4 -1.5521 -0.0893 -1.2442
H5 -0.8595 0.6798 1.2987


2.
The following is a DFT calculation (wB97M-V/def2-TZVPD) of a molecular structure, C9H11NO3.

E_LUMO (alpha / beta): 0.3 / 0.5 eV
orbital gap (alpha / beta): 7.0 / 7.5 eV
energy relative to the best compared isomer or geometry (same formula, charge and spin): 5.535 eV
total energy: -629.8549 Eh
highest occupied orbital energy (alpha / beta): -6.6 / -6.9 eV

Cartesian coordinates (Å):
C1 -1.1881 -1.2398 1.8028
C2 -0.2315 -0.2935 1.9287
C3 0.9480 1.5299 -0.1594
C4 -1.7830 -1.3775 -0.7205
C5 -0.7803 -1.6521 0.4469
C6 -0.1673 0.0833 -1.8229
C7 -1.0083 -1.1195 -2.0059
C8 0.1358 -0.4877 0.5286
C9 2.2372 2.6207 1.4904
N1 0.3594 0.2836 -0.5598
O1 0.5347 2.4717 -0.7641
O2 -0.1744 -2.3211 -2.1893
O3 1.8171 1.4506 0.8160
H1 -1.8459 -1.5858 2.5272
H2 0.0715 0.4006 2.6911
H3 -2.4066 -2.2257 -0.9889
H4 -2.4323 -0.5670 -0.5010
H5 -0.3364 -2.7151 0.3455
H6 -0.0082 0.8774 -2.5125
H7 -1.6088 -0.8971 -2.9763
H8 3.0959 3.1209 0.9608
H9 2.6831 2.3285 2.4041
H10 1.4473 3.3062 1.8167
H11 0.6409 -1.9913 -2.5583


3.
The following is a DFT calculation (wB97M-V/def2-TZVPD) of 2 unconnected molecules or ions with the total composition C5H10O2.

E_LUMO (alpha / beta): -0.5 / -0.5 eV
orbital gap (alpha / beta): 8.0 / 8.0 eV
energy relative to the best compared isomer or geometry (same formula, charge and spin): 5.773 eV
total energy: -346.8133 Eh
highest occupied orbital energy (alpha / beta): -8.5 / -8.5 eV

Cartesian coordinates (Å):
O1 2.8621 -0.6230 -0.8681
C1 1.9225 -1.1759 -0.0390
C2 0.4682 -0.1048 -0.5172
C3 -0.3547 -0.8235 0.3996
C4 -2.2174 0.6056 0.2976
C5 -1.5818 1.7892 0.1406
O2 0.8867 1.0818 -0.2900
H1 2.7338 0.3466 -0.7749
H2 2.0712 -0.9634 1.0248
H3 1.7967 -2.2354 -0.2715
H4 0.3396 -0.4565 -1.5655
H5 -0.2704 -0.6184 1.4654
H6 -0.8241 -1.7677 0.1151
H7 -2.5247 0.2561 1.2834
H8 -2.6665 0.0910 -0.5519
H9 -1.2233 2.3670 0.9904
H10 -1.4177 2.2313 -0.8388


4.
The following is a DFT calculation (wB97M-V/def2-TZVPD) of a molecular structure, C4H6N2O.

E_LUMO: 0.7 eV
orbital gap: 8.8 eV
energy relative to the best compared isomer or geometry (same formula, charge and spin): 5.741 eV
total energy: -340.5839 Eh
highest occupied orbital energy: -8.1 eV

Cartesian coordinates (Å):
C1 1.6798 0.8697 0.0735
N1 -1.6904 -0.7913 0.9091
C2 -0.5140 -0.8187 0.1016
C3 0.2416 0.4528 -0.0190
C4 -0.9329 1.0812 -0.2382
O1 -0.3327 -1.9845 -0.6875
N2 -1.6960 0.0044 -0.2316
H1 0.5315 -2.3761 -0.4879
H2 -2.2402 -1.6246 0.7066
H3 -1.1508 2.1264 -0.4640
H4 2.3579 0.0181 0.1454
H5 1.8077 1.5123 0.9524
H6 1.9386 1.5304 -0.7604


5.
The following is a DFT calculation (wB97M-V/def2-TZVPD) of a single C3H4N2O3 molecule.

E_LUMO (alpha / beta): -1.3 / -1.3 eV
orbital gap (alpha / beta): 7.9 / 8.2 eV
energy relative to the best compared isomer or geometry (same formula, charge and spin): 6.476 eV
total energy: -451.7418 Eh
highest occupied orbital energy (alpha / beta): -9.2 / -9.6 eV

Cartesian coordinates (Å):
C1 -0.3020 1.1470 -0.5509
C2 0.6537 0.1958 1.3635
C3 0.5933 -0.9929 0.4783
N1 -1.4306 -0.5078 -0.3473
N2 0.5899 0.8308 -1.3711
O1 -0.1712 1.2234 0.7822
O2 1.2701 0.3277 2.3673
O3 -0.4390 -1.3211 -0.2393
H1 -1.1240 1.7296 -0.9321
H2 1.0857 -1.9035 0.6677
H3 -2.1021 -0.9400 -0.9823
H4 1.3762 0.2109 -1.2359


6.
The following is a DFT calculation (wB97M-V/def2-TZVPD) of a molecular structure, C42H54N7O3PS3SiSn.

E_LUMO: -5.3 eV
total charge: +2
orbital gap: 7.9 eV
energy relative to the best compared isomer or geometry (same formula, charge and spin): 0.000 eV
total energy: -4281.3036 Eh
highest occupied orbital energy: -13.2 eV

Cartesian coordinates (Å):
Sn1 0.4586 0.1831 0.6080
C1 0.4681 -5.8640 1.6211
C2 -0.3563 -4.7164 2.0664
N1 -1.3838 -4.7651 2.8506
N2 -1.7918 -3.4633 2.9552
C3 -1.0338 -2.6132 2.2748
S1 -1.2366 -0.9172 2.2303
N3 -0.1190 -3.4025 1.6874
N4 0.8790 -2.8974 0.8670
H1 0.0977 -6.7642 2.1050
H2 1.5157 -5.7246 1.8950
H3 0.4032 -5.9954 0.5399
H4 -2.5951 -3.2320 3.5174
H5 0.5977 -2.9871 -0.1079
H6 1.7478 -3.3931 1.0320
C4 1.5290 -3.8644 5.1686
C5 0.7870 -2.7344 5.4883
C6 1.0638 -1.5236 4.8651
C7 2.0891 -1.4270 3.9253
C8 2.8445 -2.5617 3.6262
C9 2.5622 -3.7749 4.2421
P1 2.3947 0.1968 3.1396
C10 3.6705 0.9550 4.1939
C11 4.2773 2.1277 3.7332
C12 5.2635 2.7479 4.4819
C13 5.6440 2.2083 5.7057
C14 5.0420 1.0499 6.1706
C15 4.0515 0.4237 5.4215
C16 3.2833 -0.2598 1.6279
C17 4.6596 -0.4913 1.5388
C18 5.2196 -0.8638 0.3251
C19 4.4243 -1.0133 -0.8058
C20 3.0518 -0.7831 -0.7416
C21 2.5132 -0.3843 0.4756
H7 1.3151 -4.8094 5.6522
H8 -0.0050 -2.7953 6.2251
H9 0.4794 -0.6462 5.1185
H10 3.6652 -2.4951 2.9219
H11 3.1618 -4.6483 4.0142
H12 3.9904 2.5434 2.7723
H13 5.7349 3.6514 4.1162
H14 6.4109 2.6937 6.2953
H15 5.3423 0.6271 7.1208
H16 3.5857 -0.4781 5.7978
H17 5.2849 -0.3855 2.4181
H18 6.2857 -1.0430 0.2600
H19 4.8758 -1.2894 -1.7513
H20 2.4344 -0.8809 -1.6277
C22 -0.9522 3.0524 -4.8947
C23 -1.9917 2.5995 -3.8878
C24 -1.9690 3.4737 -2.6444
C25 -3.3842 2.5921 -4.5027
O1 -1.6259 1.2362 -3.5383
Si1 -2.1915 0.0916 -2.5613
S2 -0.3855 -0.6034 -1.4401
O2 -3.2943 0.6212 -1.5125
C26 -4.6155 0.1584 -1.0931
C27 -5.2388 1.3239 -0.3474
C28 -4.4331 -1.0439 -0.1840
C29 -5.4533 -0.2017 -2.3119
O3 -2.6422 -1.2448 -3.3143
C30 -2.2016 -2.0228 -4.4631
C31 -2.6764 -3.4398 -4.2071
C32 -0.6863 -1.9741 -4.5925
C33 -2.8622 -1.4236 -5.6944
H21 -1.1281 4.0908 -5.1799
H22 -0.9984 2.4350 -5.7924
H23 0.0508 2.9677 -4.4698
H24 -2.2070 4.5060 -2.9052
H25 -0.9831 3.4526 -2.1747
H26 -2.7129 3.1188 -1.9303
H27 -3.6597 3.5972 -4.8250
H28 -4.1229 2.2470 -3.7744
H29 -3.4124 1.9316 -5.3711
H30 -4.6290 1.5954 0.5172
H31 -6.2354 1.0546 0.0046
H32 -5.3303 2.1913 -1.0048
H33 -3.8350 -0.7736 0.6864
H34 -3.9269 -1.8502 -0.7229
H35 -5.4053 -1.4066 0.1542
H36 -5.5283 0.6516 -2.9904
H37 -6.4599 -0.4759 -1.9943
H38 -5.0160 -1.0399 -2.8534
H39 -2.2629 -3.8084 -3.2657
H40 -2.3523 -4.0982 -5.0142
H41 -3.7652 -3.4760 -4.1456
H42 -0.2079 -2.3533 -3.6867
H43 -0.3431 -0.9490 -4.7614
H44 -0.3725 -2.5897 -5.4351
H45 -3.9491 -1.4638 -5.6053
H46 -2.5645 -1.9745 -6.5874
H47 -2.5584 -0.3807 -5.8118
S3 -1.7315 3.5683 2.9723
C34 -2.4842 3.2831 1.4634
C35 -1.8380 2.3008 0.7959
N5 -0.7521 1.7952 1.4840
C36 -0.5898 2.3708 2.6540
H48 -3.3575 3.8371 1.1554
H49 -2.0990 1.8965 -0.1719
H50 0.1959 2.0965 3.3459
N6 4.0637 6.4123 -2.3039
C37 3.4903 5.5230 -1.8574
C38 2.7794 4.4004 -1.2959
C39 2.6632 4.2638 0.0838
C40 1.9878 3.1684 0.5783
N7 1.4467 2.2380 -0.2150
C41 1.5638 2.3687 -1.5427
C42 2.2184 3.4379 -2.1251
H51 3.0894 5.0000 0.7514
H52 1.8765 3.0208 1.6464
H53 1.1205 1.5821 -2.1469
H54 2.2917 3.5218 -3.2006